(1)
{
  "formula": "C34H33ClCoN4O2",
  "method": "ωB97M-V/def2-TZVPD",
  "elements": ["Co", "O", "C", "N", "C", "C", "C", "C", "C", "C", "N", "C", "C", "C", "C", "C", "N", "H", "H", "H", "H", "H", "H", "H", "H", "H", "H", "Cl", "C", "H", "H", "N", "C", "C", "C", "C", "C", "C", "C", "C", "C", "H", "H", "H", "H", "C", "C", "C", "C", "C", "C", "C", "C", "C", "C", "C", "C", "O", "H", "H", "H", "H", "H", "H", "H", "H", "H", "H", "H", "H", "H", "H", "H", "H", "H"],
  "xyz": [[-0.090, -0.075, 0.303], [-1.657, -3.737, -0.594], [-0.984, -2.716, -0.382], [-1.304, -1.461, -0.424], [-2.684, -1.096, -0.526], [-2.709, 0.393, -0.698], [-3.764, 1.056, -1.326], [-3.666, 2.406, -1.558], [-2.522, 3.080, -1.176], [-1.529, 2.362, -0.527], [-1.636, 1.065, -0.270], [0.468, -2.856, 0.088], [1.019, -4.104, 0.297], [2.311, -4.179, 0.803], [3.000, -3.017, 1.065], [2.370, -1.803, 0.822], [1.128, -1.736, 0.352], [-3.222, -1.354, 0.399], [-3.208, -1.601, -1.341], [-4.624, 0.487, -1.656], [-4.467, 2.931, -2.068], [-2.382, 4.132, -1.377], [-0.611, 2.838, -0.206], [0.413, -4.970, 0.069], [2.769, -5.142, 0.994], [4.008, -3.029, 1.457], [2.856, -0.857, 1.012], [2.068, 0.976, 2.450], [0.571, 1.354, 1.468], [0.828, 2.206, 0.845], [-0.183, 1.637, 2.191], [-3.548, -3.902, 8.807], [-3.151, -3.436, 7.834], [-2.646, -2.845, 6.599], [-2.541, -1.467, 6.482], [-2.070, -0.905, 5.306], [-1.696, -1.707, 4.221], [-1.808, -3.097, 4.363], [-2.276, -3.660, 5.538], [-1.208, -1.130, 3.002], [-0.792, -0.685, 1.952], [-2.825, -0.838, 7.316], [-1.982, 0.168, 5.212], [-1.526, -3.725, 3.529], [-2.358, -4.735, 5.637], [4.398, 1.904, -1.270], [3.024, 2.325, -0.737], [3.164, 3.568, 0.145], [2.058, 2.491, -1.890], [2.182, 3.596, -2.733], [1.486, 3.686, -3.929], [0.729, 2.584, -4.311], [0.569, 1.466, -3.496], [-0.098, 0.242, -4.101], [0.847, -0.966, -4.105], [-1.421, -0.137, -3.453], [1.137, 1.455, -2.194], [0.876, 0.485, -1.344], [5.097, 1.716, -0.446], [4.822, 2.688, -1.908], [4.318, 0.992, -1.866], [2.670, 1.505, -0.133], [3.827, 4.308, -0.314], [3.584, 3.301, 1.119], [2.199, 4.053, 0.315], [2.870, 4.390, -2.453], [1.578, 4.553, -4.572], [0.254, 2.575, -5.289], [-0.305, 0.507, -5.142], [1.052, -1.276, -3.079], [1.796, -0.719, -4.586], [0.395, -1.808, -4.641], [-1.240, -0.455, -2.430], [-1.893, -0.969, -3.989], [-2.116, 0.710, -3.454]],
  "e_tot_ev": -95999.734,
  "charge": -1
}

(2)
{
  "formula": "C6H6B2BeF14N3O4S2",
  "method": "ωB97M-V/def2-TZVPD",
  "elements": ["Be", "B", "F", "F", "F", "F", "B", "F", "F", "F", "F", "C", "F", "F", "F", "S", "O", "O", "N", "S", "O", "O", "C", "F", "F", "F", "C", "C", "N", "H", "H", "H", "C", "C", "N", "H", "H", "H"],
  "xyz": [[-0.227, -0.479, 0.251], [0.548, -3.599, 0.281], [1.197, -3.941, 1.456], [-0.776, -3.247, 0.448], [1.224, -2.526, -0.166], [0.617, -4.663, -0.623], [-0.005, -1.232, 3.031], [-1.170, -0.803, 2.436], [-0.021, -2.584, 3.281], [1.057, -0.867, 2.223], [0.075, -0.515, 4.233], [0.870, 3.509, -1.790], [2.175, 3.608, -2.134], [0.555, 3.765, -0.471], [0.057, 4.220, -2.612], [0.291, 1.584, -2.256], [-1.102, 1.411, -1.808], [0.507, 1.448, -3.650], [1.341, 0.523, -1.302], [2.487, 0.187, -2.298], [2.211, -0.972, -3.144], [3.079, 1.376, -2.886], [3.972, -0.349, -1.101], [5.071, 0.070, -1.647], [3.864, 0.128, 0.172], [3.979, -1.750, -0.927], [-1.085, 3.543, 3.469], [-0.871, 2.607, 2.372], [-0.608, 1.852, 1.556], [-2.115, 3.479, 3.819], [-0.837, 4.534, 3.088], [-0.367, 3.356, 4.268], [-4.659, -2.551, -1.509], [-3.644, -1.683, -0.816], [-2.959, -0.994, -0.184], [-4.459, -2.833, -2.542], [-5.657, -2.116, -1.555], [-4.617, -3.494, -0.963]],
  "e_tot_ev": -80451.224,
  "charge": 0,
  "spin_multiplicity": 2,
  "s2": 0.764
}

(3)
{
  "formula": "H13NO5",
  "method": "ωB97M-V/def2-TZVPD",
  "elements": ["N", "H", "H", "H", "O", "H", "H", "O", "H", "H", "O", "H", "H", "O", "H", "H", "O", "H", "H"],
  "xyz": [[-0.508, 0.259, -2.744], [-0.682, 0.316, -3.743], [-1.458, 0.046, -2.366], [-0.021, -0.644, -2.629], [0.459, 0.627, 1.624], [0.411, 1.088, 0.726], [0.362, 1.357, 2.268], [3.172, 0.795, 0.904], [3.782, 0.562, 1.590], [2.282, 0.518, 1.194], [0.332, 1.909, -0.689], [1.218, 2.302, -0.720], [0.280, 1.269, -1.428], [-0.941, -1.684, 2.081], [-0.641, -0.815, 1.756], [-0.229, -2.254, 1.767], [-2.572, -1.633, -0.163], [-3.136, -2.400, -0.115], [-2.109, -1.617, 0.685]],
  "charge": 0,
  "e_above_lowest_kcal_mol": 9.7,
  "smiles": "N.O.O.O.O.O"
}